Record 1
DFT (ωB97M-V with the def2-TZVPD basis set) results for a structure of composition C10H29CuNO8P.

Calculated values
Orbital gap ... 4.290 eV
Energy above the lowest of the compared OMol25 structures with the same formula, charge and spin ... 38.9 kJ/mol
HOMO level ... 0.194 eV

```
! RIJCOSX wB97M-V def2-TZVPD def2/J DEFGRID3
* xyz -2 1
Cu 0.324 -0.075 0.513
P 1.497 1.987 1.801
O 0.829 2.123 0.377
O 1.457 3.299 2.546
O 2.962 1.544 1.552
O 0.779 0.775 2.514
C 3.355 -2.206 -1.247
C 3.655 -1.112 -0.216
O 2.772 -0.048 -0.427
H 4.234 -2.849 -1.350
H 3.090 -1.741 -2.196
H 2.524 -2.798 -0.857
H 4.677 -0.740 -0.348
H 3.574 -1.581 0.770
H 2.831 0.607 0.369
C -0.233 4.699 -2.429
C -1.134 3.522 -2.098
O -0.375 2.362 -1.951
H 0.286 4.498 -3.372
H 0.553 4.823 -1.681
H -0.769 5.653 -2.502
H -1.820 3.408 -2.950
H -1.734 3.832 -1.231
H -0.028 2.371 -1.007
C -3.700 1.402 1.298
C -2.303 1.677 1.821
O -1.701 0.427 2.135
H -4.379 1.022 2.067
H -3.649 0.596 0.560
H -4.123 2.288 0.819
H -2.286 2.346 2.686
H -1.686 2.114 1.028
H -0.761 0.619 2.464
C -2.134 -2.871 -1.457
C -1.167 -2.194 -0.486
C -0.350 -3.163 0.368
O 0.478 -2.333 1.119
C 1.068 -2.903 2.267
N -0.248 -1.301 -1.196
H -2.726 -2.102 -1.946
H -2.777 -3.615 -0.968
H -1.585 -3.492 -2.173
H -1.772 -1.629 0.228
H 0.279 -3.806 -0.267
H -1.026 -3.807 0.940
H 0.288 -3.219 2.969
H 1.664 -2.152 2.781
H 1.676 -3.761 1.959
H -0.783 -0.689 -1.802
H 0.400 -1.806 -1.791
*
```

Record 2
DFT (ωB97M-V with the def2-TZVPD basis set) results for a structure of composition C27H47NO2P2Zr.

Calculated values
Orbital gap (alpha / beta) ... 6.475 / 6.476 eV
Energy above the lowest of the compared OMol25 structures with the same formula, charge and spin ... 0.0 kJ/mol
HOMO level (alpha / beta) ... -6.061 / -6.062 eV

```
! RIJCOSX wB97M-V def2-TZVPD def2/J DEFGRID3
* xyz 0 1
Zr 0.270 0.622 0.813
P -2.263 0.961 1.748
P 2.793 1.335 -0.375
N -0.248 2.150 -0.348
H -0.161 -0.098 2.450
C -2.532 2.148 3.105
H -3.532 2.002 3.541
H -2.442 3.170 2.716
H -1.775 2.015 3.883
C -3.112 -0.545 2.333
H -4.075 -0.283 2.793
H -2.467 -1.035 3.074
H -3.271 -1.253 1.507
C -3.454 1.606 0.503
H -4.479 1.593 0.901
H -3.419 1.014 -0.421
H -3.179 2.635 0.238
C 3.635 2.592 0.665
H 4.693 2.679 0.384
H 3.548 2.317 1.722
H 3.129 3.556 0.517
C 4.078 0.039 -0.438
H 5.059 0.489 -0.643
H 3.834 -0.693 -1.219
H 4.115 -0.485 0.528
C 2.931 2.134 -2.012
H 3.976 2.150 -2.353
H 2.548 3.162 -1.947
H 2.315 1.581 -2.732
C -0.586 3.083 -1.224
C -1.098 5.429 -1.742
C -0.688 4.463 -0.838
C -0.873 2.763 -2.598
C -1.289 3.743 -3.484
C -1.409 5.078 -3.069
H -1.178 6.464 -1.421
H -0.439 4.715 0.196
H -0.763 1.720 -2.912
H -1.523 3.475 -4.516
H -1.734 5.847 -3.773
C 1.068 0.257 3.197
O 1.620 1.148 2.273
C 0.775 0.963 4.514
H 0.580 0.243 5.320
H -0.086 1.630 4.439
H 1.645 1.584 4.794
C 1.950 -0.959 3.433
H 3.011 -0.664 3.524
H 1.860 -1.702 2.622
H 1.650 -1.473 4.354
C -3.010 -0.901 -2.796
C -2.551 -1.545 -1.486
C -3.685 -2.399 -0.911
C -1.287 -2.383 -1.675
C -1.290 -3.391 -2.637
C -0.202 -4.237 -2.808
C 0.905 -4.097 -1.980
C 0.946 -3.116 -0.993
C 2.081 -3.068 0.021
C 1.717 -3.904 1.248
C 3.419 -3.529 -0.558
C -0.123 -2.191 -0.887
O -0.006 -1.146 -0.073
H -3.290 -1.672 -3.525
H -2.212 -0.290 -3.232
H -3.883 -0.257 -2.626
H -2.321 -0.749 -0.771
H -3.993 -3.159 -1.643
H -3.363 -2.919 -0.002
H -4.560 -1.783 -0.669
H -2.180 -3.511 -3.258
H -0.225 -5.015 -3.573
H 1.754 -4.775 -2.088
H 2.199 -2.024 0.336
H 1.596 -4.958 0.959
H 2.500 -3.847 2.015
H 0.769 -3.567 1.683
H 3.620 -3.047 -1.522
H 4.236 -3.266 0.127
H 3.429 -4.615 -0.701
*
```

Record 3
DFT (ωB97M-V with the def2-TZVPD basis set) results for a cluster of 7 separate species, C20H58N4O7 in total.

Calculated values
Orbital gap ... 9.180 eV
Energy above the lowest of the compared OMol25 structures with the same formula, charge and spin ... 120.1 kJ/mol
SMILES ... COC[C@H](C)N.COC[C@H](C)N.COC[C@H](C)N.COC[C@H](C)N.CCO.CCO.O
HOMO level ... -8.538 eV

```
! RIJCOSX wB97M-V def2-TZVPD def2/J DEFGRID3
* xyz 0 1
O 0.122 -0.329 -0.279
H -0.824 -0.271 -0.413
H 0.302 -1.268 -0.239
C 2.592 2.036 0.909
C 1.707 3.176 0.328
C 2.549 4.089 -0.601
O 3.770 4.399 -0.008
C 3.847 5.171 1.165
N 0.624 2.611 -0.453
H 3.324 2.329 1.662
H 3.116 1.498 0.119
H 1.809 1.390 1.307
H 1.345 3.860 1.096
H 1.938 4.977 -0.759
H 2.740 3.685 -1.595
H 3.400 4.552 1.942
H 3.383 6.156 1.228
H 4.919 5.289 1.325
H 0.117 1.841 -0.041
H 1.023 2.174 -1.271
C -4.537 -1.534 0.325
C -3.682 -2.093 -0.820
C -4.378 -2.392 -2.153
O -3.437 -2.625 -3.273
C -4.121 -3.173 -4.450
N -2.739 -1.032 -1.119
H -4.981 -0.581 0.036
H -4.048 -1.295 1.270
H -5.428 -2.133 0.509
H -2.954 -2.816 -0.450
H -5.144 -1.654 -2.393
H -4.969 -3.288 -1.965
H -3.289 -3.582 -5.022
H -4.619 -2.362 -4.981
H -4.781 -3.987 -4.148
H -2.289 -1.242 -1.999
H -3.191 -0.153 -1.324
C -1.131 1.335 2.286
C -1.589 2.351 3.370
C -0.921 3.738 3.231
O 0.358 3.716 3.915
C 1.039 4.991 3.784
N -3.050 2.488 3.252
H -1.497 1.527 1.277
H -1.562 0.356 2.492
H -0.060 1.190 2.425
H -1.322 1.895 4.324
H -1.595 4.578 3.400
H -0.799 3.941 2.167
H 1.302 5.212 2.749
H 1.885 5.013 4.470
H 0.263 5.691 4.095
H -3.251 3.175 2.540
H -3.568 2.819 4.054
C 2.011 -3.063 -3.038
C 2.474 -3.856 -1.878
C 1.349 -4.176 -0.890
O 0.792 -3.000 -0.338
C -0.139 -3.159 0.706
N 3.095 -5.087 -2.454
H 1.568 -2.080 -2.877
H 1.193 -3.572 -3.548
H 2.739 -2.916 -3.836
H 3.241 -3.279 -1.360
H 1.723 -4.733 -0.031
H 0.626 -4.792 -1.422
H -0.829 -3.920 0.343
H -0.763 -2.289 0.909
H 0.329 -3.412 1.657
H 2.919 -5.794 -1.754
H 2.502 -5.571 -3.113
C 1.596 -1.101 3.226
C 3.005 -1.196 3.861
O 2.807 -1.826 5.131
H 0.963 -0.314 3.636
H 0.962 -1.985 3.287
H 1.533 -0.633 2.244
H 3.585 -0.291 4.038
H 3.716 -1.741 3.240
H 3.715 -1.918 5.430
C -1.020 -0.644 -4.554
C -0.435 0.600 -3.790
O 0.935 0.732 -4.093
H -0.770 -0.602 -5.614
H -2.087 -0.847 -4.456
H -0.473 -1.516 -4.195
H -0.495 0.402 -2.720
H -0.980 1.521 -3.997
H 0.894 0.617 -5.045
*
```

Record 4
DFT (ωB97M-V with the def2-TZVPD basis set) results for a structure of composition C54H45FeN5O4S2Si.

Calculated values
Orbital gap ... 5.812 eV
Energy above the lowest of the compared OMol25 structures with the same formula, charge and spin ... 70.4 kJ/mol
HOMO level ... -2.015 eV

```
! RIJCOSX wB97M-V def2-TZVPD def2/J DEFGRID3
* xyz -2 1
Fe 0.463 -0.007 -0.122
C -2.348 -2.256 4.635
C -0.925 -2.311 5.210
C -0.921 -3.253 6.415
C -0.520 -0.911 5.686
C 0.040 -2.761 4.113
C 0.876 -3.879 4.253
C 1.742 -4.284 3.250
C 1.774 -3.552 2.072
S 2.698 -3.796 0.616
C 1.944 -2.374 -0.078
N 1.107 -1.776 0.711
C 0.967 -2.419 1.927
C 0.095 -2.026 2.936
C 2.142 -1.890 -1.440
C 3.019 -2.525 -2.320
C 3.129 -2.058 -3.618
C 2.354 -0.965 -4.000
C 1.504 -0.336 -3.099
C 1.360 -0.755 -1.769
H -3.056 -1.949 5.410
H -2.651 -3.237 4.260
H -2.425 -1.550 3.806
H -1.650 -2.898 7.147
H 0.056 -3.283 6.905
H -1.200 -4.270 6.131
H -1.218 -0.552 6.447
H -0.524 -0.202 4.860
H 0.486 -0.920 6.114
H 0.844 -4.465 5.162
H 2.373 -5.154 3.384
H -0.541 -1.166 2.748
H 3.610 -3.377 -1.996
H 3.807 -2.530 -4.320
H 2.418 -0.596 -5.019
H 0.935 0.516 -3.451
O 2.377 0.764 0.140
C 2.868 1.440 1.037
C 2.204 1.921 2.216
C 2.911 2.743 3.087
C 2.306 3.249 4.217
C 0.956 2.928 4.513
C 0.240 2.134 3.680
C 0.816 1.592 2.467
O 0.120 0.913 1.692
N 3.035 4.133 5.075
O 4.187 4.437 4.777
O 2.482 4.559 6.084
H 3.933 1.718 0.941
H 3.940 3.004 2.874
H 0.514 3.342 5.409
H -0.807 1.916 3.851
N -1.032 -1.006 -0.801
C -1.840 -1.634 -1.314
C -2.910 -2.389 -1.892
C -4.094 -2.521 -1.169
C -5.141 -3.240 -1.725
C -5.006 -3.821 -2.980
C -3.816 -3.693 -3.687
C -2.763 -2.974 -3.147
H -4.165 -2.073 -0.182
H -6.065 -3.350 -1.171
H -5.829 -4.380 -3.408
H -3.709 -4.158 -4.659
H -1.831 -2.853 -3.684
C -7.149 1.027 3.951
C -6.273 0.019 3.252
C -6.627 -1.329 3.193
C -5.777 -2.122 2.436
N -4.671 -1.686 1.868
C -4.318 -0.372 2.072
S -2.787 0.171 1.568
N -5.170 0.490 2.707
H -8.090 0.584 4.278
H -7.353 1.860 3.278
H -6.626 1.431 4.820
H -7.510 -1.723 3.677
H -6.011 -3.174 2.273
C -3.409 0.778 -4.786
C -2.179 1.343 -5.091
C -1.310 1.716 -4.071
C -1.620 1.515 -2.724
C -2.876 0.956 -2.444
C -3.760 0.600 -3.453
Si -0.433 1.925 -1.262
C 0.815 3.145 -2.124
C 0.393 4.393 -2.599
C 1.265 5.284 -3.208
C 2.608 4.955 -3.352
C 3.054 3.724 -2.898
C 2.166 2.835 -2.298
C -1.469 3.255 -0.327
C -0.947 3.815 0.843
C -1.650 4.735 1.606
C -2.908 5.156 1.198
C -3.428 4.666 0.010
C -2.716 3.732 -0.736
H -4.088 0.477 -5.577
H -1.892 1.493 -6.127
H -0.368 2.188 -4.335
H -3.163 0.805 -1.406
H -4.723 0.170 -3.197
H -0.650 4.673 -2.486
H 0.899 6.241 -3.566
H 3.298 5.655 -3.812
H 4.099 3.452 -3.006
H 2.530 1.872 -1.962
H 0.045 3.527 1.171
H -1.217 5.112 2.526
H -3.476 5.857 1.799
H -4.400 5.000 -0.337
H -3.155 3.370 -1.658
*
```

Record 5
DFT (ωB97M-V with the def2-TZVPD basis set) results for a cluster of 5 separate species, C8H27BrN2O5 in total.

Calculated values
Orbital gap ... 7.155 eV
HOMO level ... -7.092 eV

```
! RIJCOSX wB97M-V def2-TZVPD def2/J DEFGRID3
* xyz 0 1
N 15.520 -17.797 3.436
H 14.524 -17.904 3.181
H 15.936 -17.051 2.848
H 16.009 -18.658 3.186
H 15.494 -17.543 4.419
Br 12.433 -17.805 4.403
C 17.580 -15.087 -0.312
C 16.751 -16.253 0.237
C 17.674 -17.350 0.724
O 17.052 -18.571 1.083
C 16.299 -19.174 0.062
N 15.864 -15.827 1.347
H 16.954 -14.291 -0.708
H 18.261 -15.474 -1.073
H 18.236 -14.646 0.448
H 16.137 -16.547 -0.616
H 18.170 -17.026 1.646
H 18.492 -17.515 0.007
H 15.330 -18.689 -0.094
H 16.146 -20.229 0.277
H 16.816 -19.142 -0.910
H 14.938 -15.634 0.987
H 16.230 -14.967 1.742
C 14.679 -14.621 7.067
C 15.852 -15.169 6.308
O 15.510 -15.501 4.932
O 14.348 -13.306 6.699
H 15.026 -14.648 8.109
H 13.842 -15.324 7.050
H 16.244 -16.099 6.722
H 16.704 -14.489 6.223
H 15.543 -14.679 4.435
H 13.931 -13.346 5.833
C 15.729 -23.004 3.470
C 15.306 -21.711 4.145
O 16.150 -20.604 3.825
O 16.760 -23.699 4.161
H 15.921 -22.884 2.399
H 14.845 -23.647 3.507
H 15.299 -21.872 5.223
H 14.315 -21.496 3.748
H 17.075 -20.839 3.940
H 17.577 -23.205 4.038
*
```

Record 6
DFT (ωB97M-V with the def2-TZVPD basis set) results for an isolated molecule of C7H10N2O.

Calculated values
Orbital gap ... 9.484 eV
Energy above the lowest of the compared OMol25 structures with the same formula, charge and spin ... 401.5 kJ/mol
SMILES ... C=C(C)/N=C\CCN=C=O
HOMO level ... -8.774 eV

```
! RIJCOSX wB97M-V def2-TZVPD def2/J DEFGRID3
* xyz 0 1
C 0.527 1.699 0.366
C 1.623 -0.530 0.060
C -0.090 0.685 -1.728
C 1.814 0.834 0.608
C -0.666 -0.809 0.067
C -1.728 -1.531 -0.831
C -0.991 -0.276 1.210
N 0.131 1.571 -0.993
N 0.637 -1.312 -0.127
O -0.423 0.166 -2.716
H 0.568 2.679 0.671
H 2.603 -1.137 -0.190
H 2.726 1.460 0.304
H 1.812 0.680 1.650
H -2.523 -0.828 -0.993
H -2.059 -2.337 -0.154
H -1.305 -1.788 -1.741
H -0.437 -0.478 2.138
H -2.037 -0.060 1.256
H -0.183 1.311 1.140
*
```

Record 7
DFT (ωB97M-V with the def2-TZVPD basis set) results for a structure of composition C40H50BrFN6Tc.

Calculated values
Orbital gap (alpha / beta) ... 5.527 / 5.614 eV
Energy above the lowest of the compared OMol25 structures with the same formula, charge and spin ... 419.0 kJ/mol
HOMO level (alpha / beta) ... -13.401 / -13.270 eV

```
! RIJCOSX wB97M-V def2-TZVPD def2/J DEFGRID3
* xyz 2 4
Tc 0.168 -0.239 0.283
C -1.570 -1.992 1.474
C -1.276 -1.379 2.687
C 0.191 -1.292 2.750
C 0.703 -1.989 1.609
C -0.373 -2.484 0.826
C -0.379 -3.819 0.097
C -0.816 -4.832 1.181
C -1.396 -3.849 -1.048
C 0.992 -4.252 -0.420
C 1.204 -0.847 3.794
C 0.764 0.176 4.850
C 2.441 -0.251 3.086
C 1.643 -2.142 4.525
C -2.364 -1.140 3.729
C -2.013 -1.955 4.991
C -2.602 0.341 4.076
C -3.710 -1.689 3.226
H -2.563 -2.181 1.101
H 1.716 -2.354 1.533
H -1.851 -4.670 1.484
H -0.179 -4.760 2.065
H -0.732 -5.844 0.784
H -2.385 -3.517 -0.726
H -1.498 -4.870 -1.415
H -1.068 -3.225 -1.880
H 1.728 -4.312 0.384
H 1.367 -3.592 -1.197
H 0.903 -5.249 -0.852
H 0.792 1.197 4.467
H 1.470 0.141 5.680
H -0.221 -0.018 5.257
H 2.156 0.547 2.390
H 3.022 -1.000 2.548
H 3.099 0.186 3.837
H 0.843 -2.533 5.151
H 2.495 -1.912 5.165
H 1.944 -2.922 3.825
H -1.177 -1.544 5.550
H -1.782 -2.989 4.728
H -2.878 -1.964 5.653
H -1.695 0.887 4.318
H -3.264 0.397 4.940
H -3.098 0.849 3.246
H -3.657 -2.758 3.011
H -4.068 -1.158 2.341
H -4.455 -1.551 4.008
F 0.972 6.297 -0.430
C 0.754 4.966 -0.192
C 1.229 4.627 1.170
C 0.731 3.613 1.888
C -0.384 2.818 1.430
C -0.736 1.620 1.970
C -0.602 2.386 -1.044
C -0.187 3.695 -1.752
H 2.038 5.241 1.549
H 1.153 3.382 2.860
H -1.698 1.185 1.704
H -0.293 1.301 2.901
H -1.439 1.889 -1.532
H -0.556 3.850 -2.761
Br -2.019 5.890 -0.673
C -0.687 4.510 -0.536
C 1.264 4.111 -1.445
C 2.193 2.989 -1.205
C 1.732 1.775 -0.871
N 0.411 1.414 -0.730
C -1.102 3.230 0.200
H 1.654 4.818 -2.175
H 3.259 3.166 -1.240
H 2.449 0.980 -0.667
H -2.179 3.157 0.336
C -1.227 -0.713 -2.888
C 0.206 -1.053 -2.698
N 0.858 -1.056 -1.542
C 2.171 -1.399 -1.803
C 2.307 -1.586 -3.137
N 1.064 -1.366 -3.685
C 0.746 -1.386 -5.111
N 0.108 -0.171 -5.490
N -1.187 -0.187 -5.919
N -1.560 0.998 -6.159
C -0.522 1.869 -5.894
C -0.438 3.258 -5.990
C 0.756 3.841 -5.623
C 1.844 3.075 -5.168
C 1.781 1.701 -5.071
C 0.578 1.114 -5.455
H -1.747 -0.776 -1.931
H -1.705 -1.389 -3.596
H -1.343 0.298 -3.287
H 2.913 -1.487 -1.027
H 3.167 -1.860 -3.724
H 0.054 -2.194 -5.346
H 1.676 -1.537 -5.658
H -1.277 3.840 -6.348
H 0.870 4.914 -5.694
H 2.762 3.580 -4.898
H 2.626 1.116 -4.728
*
```

| no. | F_max (Eh/bohr) |
| --- | --- |
| 1 | 0.0327 |
| 2 | 0.1107 |
| 3 | 0.0467 |
| 4 | 0.0332 |
| 5 | 0.0320 |
| 6 | 0.0928 |
| 7 | 0.0143 |